P:
C45H95N5O5 | ωB97M-V/def2-TZVPD

```
150
Properties=species:S:1:pos:R:3:lowdin_charge:R:1
C -4.37638 0.71002 0.74031 -0.023
C -5.43076 0.12628 -0.23061 -0.513
C -5.87787 1.21671 -1.17683 -0.035
C -4.77458 -0.99709 -1.03425 -0.136
C -4.49094 -2.22683 -0.18728 -0.190
C -5.78333 -2.74425 0.43288 -0.122
C -6.53864 -1.67689 1.23968 -0.516
C -7.96847 -2.14395 1.47752 -0.041
C -5.90034 -1.56510 2.65467 -0.022
N -6.56067 -0.41997 0.51469 -0.107
O -7.36180 0.55747 1.11906 -0.013
H -3.68132 1.35604 0.20036 0.078
H -4.87891 1.43726 1.40220 0.084
H -3.92025 0.02148 1.44263 0.059
H -6.48757 1.96886 -0.66895 0.082
H -5.06705 1.77210 -1.65378 0.086
H -6.50954 0.86156 -1.99579 0.091
H -5.50275 -1.36082 -1.77489 0.126
H -3.93128 -0.59352 -1.59466 0.110
H -3.95402 -3.01821 -0.71692 0.113
H -3.77180 -1.97402 0.60796 0.089
H -5.48691 -3.50273 1.16031 0.113
H -6.44422 -3.13190 -0.34485 0.123
H -8.54060 -1.39396 2.01648 0.080
H -7.99974 -3.08692 2.02903 0.086
H -8.47619 -2.38574 0.53823 0.088
H -4.82407 -1.41182 2.66055 0.059
H -6.14451 -2.45477 3.23424 0.084
H -6.41032 -0.74521 3.17071 0.081
H -6.84276 0.94163 1.84249 0.087
C 3.37829 0.98460 5.15598 -0.012
C 2.90612 2.45547 5.08798 -0.527
C 1.40662 2.52264 5.35670 -0.038
C 3.58409 3.26842 6.19465 -0.139
C 5.03512 3.60802 5.85283 -0.177
C 5.11740 4.37678 4.54215 -0.139
C 4.42658 3.66225 3.39062 -0.526
C 4.08836 4.69463 2.30324 -0.032
C 5.39972 2.64014 2.77404 -0.020
N 3.16153 3.07966 3.80486 -0.101
O 2.53512 2.38153 2.73536 -0.029
H 4.38410 0.88858 4.75204 0.063
H 3.31633 0.55655 6.15399 0.086
H 2.74753 0.40476 4.47435 0.064
H 1.05732 3.54636 5.21706 0.087
H 0.83096 1.93840 4.62664 0.075
H 1.13683 2.07943 6.31583 0.090
H 3.01796 4.18270 6.39192 0.120
H 3.63576 2.66823 7.10323 0.119
H 5.51251 4.16325 6.66178 0.112
H 5.55086 2.63971 5.80255 0.109
H 6.13595 4.64233 4.26838 0.120
H 4.58030 5.31413 4.75465 0.125
H 3.27439 5.31326 2.69611 0.091
H 3.78827 4.23457 1.36564 0.068
H 4.91583 5.39467 2.16909 0.089
H 5.65762 1.82263 3.43720 0.069
H 6.31125 3.16058 2.45226 0.087
H 5.03733 2.32789 1.78927 0.073
H 1.98849 3.09920 2.39789 0.092
C -2.53105 -5.12697 2.22939 -0.035
C -1.52541 -5.01968 3.36985 -0.510
C -2.19586 -5.42725 4.70980 -0.022
C -0.33690 -5.94924 3.09812 -0.134
C 0.96289 -5.56869 3.79756 -0.185
C 1.32597 -4.12288 3.54612 -0.138
C 0.21217 -3.16458 3.93115 -0.519
C 0.19710 -2.93224 5.44827 -0.018
C 0.51067 -1.83167 3.23918 -0.032
N -1.05522 -3.64042 3.41380 -0.107
O -2.11923 -2.73479 3.61964 -0.018
H -3.00978 -6.11559 2.26456 0.086
H -3.36287 -4.44450 2.40276 0.070
H -2.09460 -5.05620 1.23470 0.081
H -2.96707 -6.18282 4.52496 0.078
H -1.49948 -5.95424 5.36363 0.075
H -2.66802 -4.55608 5.15721 0.079
H -0.61726 -6.95381 3.42057 0.123
H -0.12572 -5.97001 2.02451 0.118
H 1.01428 -5.91711 4.83422 0.112
H 1.74668 -6.18862 3.34104 0.113
H 1.49344 -4.04320 2.46524 0.122
H 2.26666 -3.85675 4.02711 0.125
H -0.32866 -2.01606 5.73286 0.081
H 1.18375 -2.87733 5.90992 0.082
H -0.38050 -3.71466 5.95205 0.075
H -0.28968 -1.09379 3.28099 0.076
H 0.58712 -2.06971 2.17130 0.056
H 1.46573 -1.39611 3.53139 0.085
H -1.99758 -2.06623 2.93629 0.084
C 2.76608 1.85014 -1.29016 -0.039
C 1.86935 0.77702 -0.68852 -0.506
C 2.73851 0.01052 0.30525 -0.007
C 0.69568 1.52083 -0.05740 -0.127
C -0.40693 0.59486 0.40820 -0.153
C -0.93794 -0.12516 -0.83749 -0.139
C 0.15070 -0.87898 -1.62500 -0.510
C 0.51322 -2.19017 -0.91878 -0.020
C -0.47555 -1.20589 -2.98469 -0.034
N 1.29227 0.01951 -1.81132 -0.091
O 2.31893 -0.50862 -2.64842 -0.008
H 2.30760 2.44262 -2.08446 0.085
H 3.16065 2.48222 -0.49023 0.076
H 3.64322 1.39493 -1.75774 0.080
H 2.88419 0.55439 1.23894 0.068
H 2.28023 -0.92849 0.62462 0.056
H 3.69484 -0.28067 -0.12887 0.090
H 1.06745 2.12987 0.76939 0.098
H 0.30486 2.21354 -0.80654 0.127
H -0.10597 -0.16599 1.12851 0.084
H -1.26192 1.12395 0.83890 0.103
H -1.46457 0.57678 -1.48852 0.119
H -1.65243 -0.89549 -0.52304 0.107
H 0.76279 -1.98921 0.12181 0.033
H 1.38594 -2.66454 -1.36716 0.091
H -0.32291 -2.89308 -0.89269 0.086
H 0.16188 -1.86475 -3.58305 0.084
H -0.58993 -0.28002 -3.55722 0.076
H -1.43743 -1.71161 -2.90571 0.083
H 2.01978 -0.13338 -3.48253 0.074
C 0.77308 0.27869 -8.59644 -0.030
C 0.50168 1.73069 -8.18291 -0.520
C -0.63660 2.29021 -9.03587 -0.032
C -0.03306 1.70533 -6.73468 -0.126
C 1.06239 1.60757 -5.68580 -0.194
C 2.15109 2.64786 -5.89558 -0.133
C 2.71933 2.69042 -7.31598 -0.528
C 3.50182 3.97251 -7.49260 -0.040
C 3.71647 1.52642 -7.46445 -0.033
N 1.64612 2.61804 -8.30491 -0.096
O 2.13725 2.68206 -9.62036 -0.014
H -0.09196 -0.38126 -8.61925 0.086
H 1.23392 0.23026 -9.59158 0.082
H 1.50147 -0.19766 -7.93367 0.069
H -1.05600 3.21027 -8.63931 0.083
H -0.24354 2.51814 -10.03090 0.081
H -1.38927 1.51613 -9.19281 0.085
H -0.61139 2.61028 -6.53187 0.119
H -0.70547 0.85253 -6.63207 0.121
H 0.69325 1.61900 -4.65315 0.100
H 1.53746 0.61033 -5.68836 0.100
H 2.96027 2.46879 -5.18625 0.122
H 1.72553 3.64108 -5.70366 0.126
H 2.85918 4.85059 -7.39884 0.090
H 4.01790 3.99069 -8.45025 0.083
H 4.24020 4.06304 -6.69237 0.088
H 4.63774 1.69546 -6.89931 0.088
H 4.08842 1.39604 -8.48722 0.081
H 3.32017 0.56476 -7.13526 0.068
H 2.53745 1.82078 -9.82200 0.083
```

Its molar mass is 786.3 g/mol. The HOMO-LUMO gap is 8.5 eV. The structure (SMILES) is CC1(C)CCCC(C)(C)N1O.CC1(C)CCCC(C)(C)N1O.CC1(C)CCCC(C)(C)N1O.CC1(C)CCCC(C)(C)N1O.CC1(C)CCCC(C)(C)N1O. The value obtained for the highest occupied orbital energy is -8.06 eV.

Q:
C45H95N5O5 | ωB97M-V/def2-TZVPD

```
150
Properties=species:S:1:pos:R:3:lowdin_charge:R:1
C 39.66554 11.48018 -12.13174 -0.023
C 38.94878 11.75952 -10.75419 -0.447
C 38.12871 10.55749 -10.34496 -0.044
C 40.03615 11.86306 -9.68450 -0.179
C 39.62743 12.53581 -8.43917 -0.167
C 38.85001 13.88651 -8.73972 -0.068
C 37.69023 13.67959 -9.81263 -0.539
C 36.41357 13.10082 -9.06786 -0.008
C 37.41269 15.11812 -10.16710 -0.058
N 38.11277 13.02787 -10.95634 -0.079
O 37.01107 12.85144 -11.86357 0.000
H 40.16451 10.51116 -12.14394 0.083
H 38.97444 11.40458 -12.97124 0.068
H 40.36769 12.24839 -12.45568 0.071
H 37.52828 10.45072 -9.44153 0.058
H 37.43161 10.36507 -11.16052 0.084
H 38.86038 9.74964 -10.35620 0.085
H 40.47229 10.89480 -9.43878 0.126
H 40.81734 12.32153 -10.29084 0.099
H 38.99552 11.84737 -7.87807 0.075
H 40.57809 12.78962 -7.97022 0.120
H 39.52482 14.66549 -9.09458 0.096
H 38.41069 14.13622 -7.77393 0.113
H 36.18851 13.59186 -8.12111 0.078
H 36.82767 12.22149 -8.57451 0.037
H 35.52642 12.75456 -9.59812 0.075
H 38.27396 15.51875 -10.70172 0.067
H 37.15090 15.66657 -9.26225 0.090
H 36.49672 15.28330 -10.73438 0.084
H 37.08724 13.57785 -12.48657 0.100
C 37.45974 9.18380 -6.73711 0.000
C 37.94771 9.85160 -5.35608 -0.457
C 39.22007 10.71776 -5.52360 -0.039
C 36.79244 10.89184 -5.00283 -0.147
C 35.63804 10.22418 -4.32795 -0.185
C 36.21922 9.36485 -3.14534 -0.117
C 37.20603 8.21129 -3.55687 -0.456
C 37.77287 7.54931 -2.17110 -0.012
C 36.38097 7.13671 -4.26481 -0.044
N 38.21261 8.93625 -4.30071 -0.118
O 39.26378 8.11273 -4.78147 -0.004
H 37.20571 8.13007 -6.62210 0.060
H 36.61151 9.62145 -7.26348 0.069
H 38.29203 9.31158 -7.42925 0.060
H 39.79073 10.79584 -4.59821 0.095
H 39.83979 10.44877 -6.37900 0.068
H 39.05294 11.75951 -5.79730 0.062
H 37.29823 11.52801 -4.27649 0.117
H 36.36602 11.37392 -5.88252 0.109
H 34.99193 10.99255 -3.90340 0.110
H 35.00717 9.64134 -4.99907 0.104
H 35.36838 8.78520 -2.78733 0.109
H 36.55689 10.06450 -2.38077 0.117
H 38.53817 6.79033 -2.33347 0.071
H 37.06192 6.95225 -1.59999 0.068
H 38.15533 8.37525 -1.57140 0.073
H 36.83180 6.56707 -5.07744 0.075
H 35.39161 7.38134 -4.65135 0.077
H 36.13612 6.49248 -3.42035 0.071
H 38.96547 7.67111 -5.57996 0.076
C 39.40386 7.00466 -18.13976 -0.056
C 39.41909 8.46169 -18.45303 -0.476
C 39.27907 8.59234 -19.91532 -0.079
C 38.08319 9.16973 -17.97423 -0.120
C 38.12502 10.67100 -17.66095 -0.174
C 39.32945 11.10432 -16.85201 -0.141
C 40.66662 10.55860 -17.37421 -0.505
C 41.10931 11.35129 -18.61122 -0.041
C 41.76319 10.76003 -16.24380 -0.022
N 40.63185 9.17828 -17.79717 -0.099
O 41.86680 8.78058 -18.33296 -0.020
H 38.52543 6.45788 -18.48253 0.090
H 40.23684 6.55967 -18.68404 0.084
H 39.50550 6.75525 -17.08356 0.088
H 38.46774 7.96863 -20.29057 0.092
H 39.19384 9.61376 -20.28615 0.087
H 40.13030 8.22026 -20.48547 0.087
H 37.33432 9.02016 -18.75200 0.109
H 37.64192 8.66476 -17.11493 0.112
H 38.19530 11.26699 -18.57087 0.101
H 37.18056 10.89395 -17.16457 0.112
H 39.19984 10.74672 -15.83052 0.105
H 39.53157 12.15878 -16.66397 0.124
H 41.96342 10.97609 -19.17498 0.082
H 41.48030 12.35850 -18.42151 0.078
H 40.24147 11.46184 -19.26142 0.068
H 41.42461 10.17705 -15.38730 0.074
H 41.99540 11.81187 -16.07700 0.069
H 42.77247 10.38653 -16.41693 0.071
H 42.09898 8.11841 -17.67781 0.104
C 30.69309 12.13531 -8.87158 -0.052
C 31.11761 11.09746 -9.90009 -0.478
C 31.57028 11.83111 -11.22766 -0.015
C 32.38103 10.39159 -9.28936 -0.180
C 32.97444 9.25284 -10.04551 -0.168
C 31.76657 8.20808 -10.14294 -0.097
C 30.33306 8.80128 -10.61613 -0.431
C 30.36679 8.74034 -12.19277 -0.039
C 29.31232 7.73846 -10.09295 -0.055
N 30.01367 10.12014 -10.04724 -0.110
O 28.87109 10.74003 -10.58892 -0.003
H 29.94244 12.85269 -9.20322 0.080
H 30.44815 11.80425 -7.86237 0.086
H 31.58057 12.76360 -8.79578 0.080
H 31.84377 11.04450 -11.93089 0.047
H 30.65687 12.30296 -11.58980 0.077
H 32.37475 12.56548 -11.26781 0.082
H 33.24208 11.04872 -9.16738 0.112
H 31.99389 10.04333 -8.33179 0.117
H 33.33602 9.78717 -10.92407 0.100
H 33.84008 8.72392 -9.64677 0.105
H 31.65774 7.69125 -9.18945 0.100
H 32.01457 7.34460 -10.76019 0.101
H 29.38030 8.93285 -12.61450 0.073
H 30.58774 7.77155 -12.64080 0.074
H 31.05862 9.38883 -12.73032 0.063
H 29.20318 7.61621 -9.01534 0.078
H 29.37070 6.71794 -10.47142 0.079
H 28.30591 7.99810 -10.42135 0.069
H 28.27514 10.70842 -9.83696 0.106
C 44.78425 16.05261 -13.40732 -0.043
C 43.33549 15.75645 -13.01993 -0.469
C 42.70756 14.83305 -14.12209 -0.038
C 43.32576 15.05704 -11.61244 -0.093
C 42.04112 15.27791 -10.76159 -0.193
C 41.55249 16.67611 -10.83663 -0.175
C 41.44815 17.35610 -12.16959 -0.494
C 40.16360 16.77765 -12.73106 -0.048
C 41.34267 18.94603 -12.00689 -0.015
N 42.64755 17.09214 -13.00902 -0.075
O 42.68577 17.73752 -14.32750 -0.030
H 44.86735 16.64116 -14.32099 0.076
H 45.21474 16.53282 -12.52858 0.085
H 45.15225 15.06927 -13.70010 0.084
H 41.62536 14.73156 -14.04061 0.064
H 42.87735 15.17801 -15.14204 0.074
H 43.17772 13.86734 -14.30774 0.070
H 43.33322 13.97870 -11.77133 0.112
H 44.08254 15.36824 -10.89237 0.112
H 41.29151 14.50917 -10.94924 0.086
H 42.31671 15.05227 -9.73143 0.112
H 42.19232 17.35984 -10.27876 0.127
H 40.54906 16.59716 -10.41827 0.108
H 40.08591 15.69340 -12.81160 0.078
H 39.84410 17.26799 -13.65062 0.085
H 39.45240 17.23801 -12.04523 0.073
H 40.54435 19.20778 -11.31242 0.075
H 41.16054 19.46352 -12.94876 0.073
H 42.19562 19.40179 -11.50404 0.075
H 43.30534 18.47082 -14.32770 0.091
```

Its molar mass is 786.3 g/mol. The HOMO-LUMO gap is 8.5 eV. The structure (SMILES) is CC1(C)CCCC(C)(C)N1O.CC1(C)CCCC(C)(C)N1O.CC1(C)CCCC(C)(C)N1O.CC1(C)CCCC(C)(C)N1O.CC1(C)CCCC(C)(C)N1O. The value obtained for the highest occupied orbital energy is -8.08 eV.

The structure with the most favorable energy is P; the runner-up is 588.9 kJ/mol above it.